Computed, not measured: C4H8O in the gas phase, with ωB97M-V/def2-TZVPD.

Calculated values
LUMO level = 0.99 eV
E_tot = -6323.931 eV
Relative energy (zero: lowest compared OMol25 entry of this formula, charge and spin) = 1.237 eV

Last columns: bonded neighbours and bond lengths (Å).
Geometry (Å):
1 C -1.31179 -0.89855 0.04107  C2 1.469, H6 1.067, H7 1.114, H8 1.115
2 C -0.16319 0.01719 0.01840  C1 1.469, O3 1.404, C4 1.499, C5 1.519
3 O -0.55877 1.35017 -0.17923  C2 1.404, H9 1.028
4 C 1.10982 -0.14980 0.79214  C2 1.499, C5 1.548, H10 1.048, H11 1.080
5 C 1.10600 -0.31539 -0.74713  C2 1.519, C4 1.548, H12 1.088, H13 1.085
6 H -1.03455 -1.91288 0.22368  C1 1.067
7 H -1.81380 -0.79184 -0.94730  C1 1.114
8 H -2.10110 -0.62456 0.77957  C1 1.115
9 H -0.75810 1.75148 0.74628  O3 1.028
10 H 1.49921 0.76659 1.12007  C4 1.048
11 H 1.36232 -1.00535 1.40097  C4 1.080
12 H 1.32563 -1.32119 -1.09798  C5 1.088
13 H 1.54554 0.41573 -1.41834  C5 1.085